(1)
Molecular formula: C3H3HgLiO3
Method: DFT, the ωB97M-V functional and the def2-TZVPD basis

The geometry in XYZ format:
```
11
Properties=species:S:1:pos:R:3:lowdin_charge:R:1
H 2.25 -0.91 3.73 0.16
C 0.17 -0.33 0.81 0.05
C -0.90 0.64 0.50 -0.05
O -0.89 0.76 -0.94 0.17
C 0.03 -0.01 -1.39 -0.49
O 0.67 -0.66 -0.36 0.14
O 0.33 -0.23 -2.54 -0.19
Hg 0.03 0.10 -4.30 1.15
H -0.71 1.62 0.96 0.18
H -1.89 0.27 0.83 0.18
Li 0.91 -1.26 2.69 0.72
```

## Properties
Energy above the lowest of the compared OMol25 structures with the same formula, charge and spin ... 242.65 kJ/mol
Net charge ... +2


(2)
Molecular formula: C5H7NO
Method: DFT, the ωB97M-V functional and the def2-TZVPD basis

The geometry in XYZ format:
```
14
Properties=species:S:1:pos:R:3:lowdin_charge:R:1
C -1.91 -0.79 0.29 -0.09
C -0.97 -0.01 -0.59 -0.16
C -0.51 1.23 -0.23 -0.28
N 0.22 2.08 0.19 0.22
C 0.89 0.36 0.63 -0.41
O 0.70 0.03 1.76 0.11
C 2.01 0.14 -0.33 -0.01
H -1.64 -0.66 1.34 0.07
H -2.96 -0.49 0.17 0.08
H -1.86 -1.85 0.04 0.08
H -0.85 -0.28 -1.63 0.11
H 2.25 -0.93 -0.35 0.10
H 2.88 0.68 0.05 0.10
H 1.77 0.49 -1.33 0.09
```

## Properties
Energy above the lowest of the compared OMol25 structures with the same formula, charge and spin ... 319.02 kJ/mol
Net charge ... 0


(3)
Molecular formula: C21H62O10
Method: DFT, the ωB97M-V functional and the def2-TZVPD basis

The geometry in XYZ format:
```
93
Properties=species:S:1:pos:R:3:lowdin_charge:R:1
O -2.60 0.18 -2.72 -0.02
H -3.37 0.70 -2.49 0.08
H -2.44 0.39 -3.64 0.07
O -1.30 1.68 1.38 -0.06
H -1.09 1.12 0.64 -0.02
H -1.23 1.10 2.15 -0.02
O -1.14 -2.39 -5.11 -0.05
H -1.62 -2.24 -4.30 -0.01
H -0.52 -3.09 -4.90 0.04
C 0.22 -1.64 -1.93 -0.03
C 0.39 -0.65 -0.82 -0.46
C 0.89 0.69 -1.32 -0.06
O -0.93 -0.44 -0.44 -0.09
H 0.24 -2.68 -1.58 0.08
H 1.10 -1.49 -2.57 0.08
H -0.57 -1.51 -2.67 0.06
H 1.02 -0.95 0.02 0.14
H 1.85 0.63 -1.85 0.08
H 1.03 1.44 -0.54 0.06
H 0.17 1.13 -2.00 0.08
H -1.39 -0.19 -1.25 0.04
C 2.63 0.21 3.11 -0.02
C 2.17 1.70 2.98 -0.51
C 1.70 2.23 4.32 -0.03
O 3.28 2.42 2.61 0.00
H 3.06 -0.14 2.18 0.08
H 1.72 -0.28 3.45 0.07
H 3.39 0.17 3.90 0.09
H 1.39 1.76 2.22 0.11
H 0.78 1.72 4.62 0.07
H 1.53 3.30 4.20 0.08
H 2.50 2.13 5.06 0.09
H 3.57 1.99 1.80 0.10
C 0.11 -4.76 2.27 -0.05
C 0.89 -3.71 1.49 -0.53
C 2.22 -3.38 2.17 -0.04
O 1.19 -4.40 0.32 -0.05
H -0.77 -5.01 1.67 0.07
H -0.11 -4.45 3.29 0.08
H 0.65 -5.71 2.23 0.09
H 0.29 -2.81 1.34 0.11
H 2.74 -4.30 2.41 0.09
H 2.07 -2.74 3.04 0.06
H 2.75 -2.71 1.49 0.07
H 0.38 -4.85 0.09 0.08
C -1.42 -1.47 3.11 -0.03
C -2.33 -0.52 3.97 -0.50
C -2.63 -1.05 5.30 -0.07
O -1.60 0.65 4.12 -0.06
H -1.83 -2.48 3.10 0.08
H -0.40 -1.54 3.50 0.07
H -1.29 -1.15 2.08 0.05
H -3.25 -0.30 3.43 0.14
H -3.27 -0.46 5.96 0.09
H -1.76 -1.34 5.89 0.09
H -3.24 -1.95 5.22 0.09
H -2.11 1.29 4.62 0.11
C -3.65 -2.78 0.03 -0.05
C -3.13 -3.47 -1.21 -0.53
C -3.88 -4.75 -1.62 -0.02
O -3.18 -2.62 -2.30 -0.04
H -3.72 -3.47 0.87 0.09
H -4.69 -2.48 -0.14 0.08
H -3.17 -1.84 0.28 0.06
H -2.09 -3.73 -0.99 0.11
H -4.92 -4.53 -1.36 0.08
H -3.52 -5.59 -1.02 0.08
H -3.73 -4.95 -2.68 0.08
H -2.96 -1.73 -2.00 0.03
C 1.79 3.08 -4.04 -0.05
C 2.20 2.37 -5.39 -0.50
C 1.48 1.04 -5.63 -0.05
O 1.79 3.23 -6.35 -0.04
H 1.94 2.38 -3.21 0.04
H 0.71 3.24 -3.99 0.07
H 2.27 4.02 -3.79 0.06
H 3.28 2.22 -5.39 0.14
H 0.42 1.11 -5.37 0.08
H 1.99 0.22 -5.12 0.08
H 1.60 0.80 -6.68 0.09
H 0.84 3.35 -6.32 0.10
C 2.16 6.26 -1.28 0.01
C 1.18 5.34 -0.47 -0.41
C 1.77 4.62 0.77 0.04
O 0.13 6.08 -0.15 0.23
H 2.57 7.06 -0.65 0.10
H 1.72 6.71 -2.17 0.10
H 2.96 5.62 -1.64 0.09
H 0.73 4.57 -1.10 0.19
H 1.09 3.87 1.17 0.08
H 2.13 5.31 1.53 0.12
H 2.67 4.08 0.48 0.10
H -0.52 5.53 0.30 0.16
```

## Properties
<S²> ... 0.755
Spin multiplicity ... 2
Energy above the lowest of the compared OMol25 structures with the same formula, charge and spin ... 124.64 kJ/mol
Net charge ... +1


(4)
Molecular formula: CH6N4O3
Method: DFT, the ωB97M-V functional and the def2-TZVPD basis

The geometry in XYZ format:
```
14
Properties=species:S:1:pos:R:3:lowdin_charge:R:1
C -0.77 -0.38 -0.67 -0.54
N -0.46 -1.50 0.03 -0.16
N -1.96 0.01 -0.96 -0.08
N 2.14 1.79 1.29 -0.29
N 0.36 0.29 -1.24 0.07
O -1.34 -2.29 0.67 -0.38
O -3.05 -0.59 -0.33 -0.22
O 2.78 1.25 0.14 -0.60
H 0.43 -1.91 0.04 0.09
H 1.03 1.88 0.98 0.06
H 2.10 1.05 1.95 -0.04
H 1.16 0.53 -0.51 0.06
H 0.12 1.11 -1.67 0.00
H -2.54 -1.25 0.28 0.03
```

## Properties
Energy above the lowest of the compared OMol25 structures with the same formula, charge and spin ... 3.03 kJ/mol
Net charge ... -2


(5)
Molecular formula: C22H66BFGaO28P6
Method: DFT, the ωB97M-V functional and the def2-TZVPD basis

The geometry in XYZ format:
```
125
Properties=species:S:1:pos:R:3:lowdin_charge:R:1
C 2.36 6.93 7.92 -0.09
B 1.02 7.73 8.31 -0.44
O 1.16 8.65 9.38 0.00
Ga -0.81 7.42 7.28 0.47
O -0.44 7.53 5.40 -0.30
C -2.08 8.98 7.75 -0.23
C -2.19 9.88 6.53 -0.29
F -3.17 10.89 6.77 -0.14
C -1.57 5.52 7.60 -0.25
O -2.26 5.30 8.84 -0.25
O -3.30 6.26 9.00 -0.08
H 2.40 6.69 6.86 0.04
H 2.44 6.02 8.53 0.05
H 3.23 7.57 8.16 0.04
H 0.64 8.36 10.13 0.07
H -0.45 6.63 5.07 -0.05
H -3.08 8.68 8.07 0.04
H -1.61 9.57 8.55 0.04
H -1.25 10.41 6.37 0.10
H -2.47 9.28 5.66 0.09
H -0.71 4.84 7.63 0.05
H -2.17 5.18 6.73 0.05
H -2.96 6.84 9.70 0.08
C 0.90 1.96 3.55 -0.11
O 2.10 2.61 3.12 -0.30
P 1.89 4.04 2.26 0.67
O 0.83 4.66 3.12 -0.25
O 1.30 3.24 0.95 -0.26
C 2.00 2.10 0.43 -0.11
O 2.30 5.36 1.34 -0.28
C 1.25 6.27 1.01 -0.11
H 1.17 0.92 3.77 0.09
H 0.53 2.43 4.46 0.09
H 0.13 1.98 2.78 0.08
H 1.42 1.21 0.65 0.08
H 2.99 2.00 0.86 0.08
H 2.08 2.22 -0.65 0.08
H 1.00 6.90 1.86 0.09
H 0.37 5.74 0.65 0.08
H 1.64 6.91 0.21 0.09
C -5.81 1.24 0.19 -0.12
O -4.60 1.71 -0.40 -0.30
P -3.71 2.78 0.53 0.63
O -3.76 2.09 1.85 -0.25
O -4.82 3.97 0.34 -0.26
C -5.34 4.26 -0.97 -0.11
O -2.50 3.87 0.77 -0.28
C -2.39 4.46 2.07 -0.09
H -6.43 0.85 -0.62 0.09
H -5.59 0.43 0.89 0.09
H -6.34 2.04 0.71 0.09
H -6.38 3.93 -1.01 0.08
H -4.79 3.76 -1.76 0.08
H -5.30 5.34 -1.13 0.09
H -1.94 3.76 2.77 0.08
H -3.36 4.80 2.43 0.09
H -1.72 5.32 1.98 0.08
C -0.70 -4.16 -0.23 -0.10
O 0.56 -3.64 -0.64 -0.34
P 0.57 -2.18 -1.49 0.73
O -0.45 -1.53 -0.60 -0.26
O -0.09 -2.91 -2.80 -0.26
C 0.55 -4.07 -3.36 -0.08
O 0.84 -0.78 -2.39 -0.32
C -0.27 0.08 -2.62 -0.13
H -0.55 -5.22 -0.02 0.10
H -1.04 -3.66 0.68 0.09
H -1.45 -4.05 -1.01 0.08
H -0.05 -4.95 -3.14 0.08
H 1.55 -4.22 -2.96 0.07
H 0.62 -3.95 -4.44 0.09
H -0.51 0.66 -1.73 0.08
H -1.14 -0.49 -2.94 0.08
H 0.03 0.77 -3.41 0.09
C 3.38 -4.96 0.27 -0.10
O 3.96 -5.42 -0.95 -0.30
P 3.74 -7.02 -1.32 0.63
O 2.29 -7.18 -1.01 -0.26
O 4.75 -7.51 -0.13 -0.26
C 6.03 -6.88 0.04 -0.10
O 4.03 -8.39 -2.20 -0.27
C 3.33 -9.57 -1.81 -0.12
H 3.88 -4.03 0.54 0.10
H 2.32 -4.77 0.13 0.06
H 3.52 -5.68 1.08 0.09
H 6.01 -6.28 0.95 0.09
H 6.28 -6.23 -0.80 0.08
H 6.79 -7.65 0.14 0.09
H 2.30 -9.53 -2.15 0.08
H 3.37 -9.71 -0.73 0.09
H 3.82 -10.41 -2.31 0.09
C -6.94 -4.42 -4.20 -0.12
O -5.73 -4.06 -4.85 -0.32
P -4.42 -5.10 -4.61 0.72
O -5.16 -6.40 -4.81 -0.26
O -4.35 -4.61 -3.04 -0.27
C -4.32 -3.19 -2.74 -0.09
O -2.89 -5.79 -4.40 -0.31
C -2.84 -7.04 -3.74 -0.13
H -7.55 -3.52 -4.15 0.09
H -7.47 -5.18 -4.77 0.08
H -6.76 -4.78 -3.18 0.09
H -5.28 -2.91 -2.31 0.09
H -4.15 -2.59 -3.63 0.08
H -3.53 -3.00 -2.02 0.08
H -3.17 -7.84 -4.40 0.08
H -3.44 -7.03 -2.83 0.09
H -1.79 -7.22 -3.48 0.09
C 4.23 -1.90 -4.04 -0.10
O 3.88 -2.94 -4.95 -0.30
P 4.89 -3.13 -6.26 0.63
O 6.22 -3.05 -5.60 -0.26
O 4.37 -1.74 -6.95 -0.26
C 2.97 -1.46 -7.03 -0.10
O 5.30 -3.77 -7.73 -0.27
C 6.55 -3.35 -8.29 -0.12
H 3.33 -1.67 -3.46 0.08
H 5.01 -2.23 -3.36 0.09
H 4.55 -1.00 -4.56 0.09
H 2.73 -0.65 -6.34 0.09
H 2.35 -2.32 -6.78 0.08
H 2.74 -1.13 -8.05 0.09
H 7.38 -3.85 -7.79 0.08
H 6.66 -2.27 -8.22 0.09
H 6.54 -3.65 -9.33 0.09
```

## Properties
Net charge ... -1


| no. | energy (a.u.) | largest force on an atom (eV/A) |
| --- | --- | --- |
| 1 | -501.92394 | 9.515 |
| 2 | -324.60296 | 1.364 |
| 3 | -1589.27225 | 3.736 |
| 4 | -486.18643 | 4.150 |
| 5 | -7081.86993 | 9.304 |